{
  "formula": "C44H80F18N14O2P3",
  "method": "ωB97M-V/def2-TZVPD",
  "charge": 3,
  "energy_ha": -5462.8009,
  "homo_lumo_gap_ev": 3.48,
  "homo_energy_ev": -9.17,
  "spin_multiplicity": 1,
  "lumo_ha": -0.20905,
  "elements": ["C", "N", "C", "H", "H", "F", "F", "C", "H", "C", "F", "C", "H", "F", "H", "H", "H", "C", "N", "H", "C", "H", "F", "P", "H", "H", "C", "C", "H", "N", "F", "H", "H", "H", "C", "H", "F", "H", "H", "H", "C", "H", "H", "H", "H", "H", "F", "H", "C", "C", "F", "F", "H", "F", "C", "C", "H", "F", "N", "C", "H", "C", "H", "H", "H", "H", "H", "H", "H", "H", "C", "N", "F", "H", "C", "H", "H", "H", "C", "C", "H", "C", "C", "N", "H", "H", "H", "P", "C", "H", "H", "O", "H", "O", "H", "H", "C", "H", "H", "C", "C", "H", "N", "C", "F", "C", "H", "H", "N", "H", "C", "F", "C", "F", "F", "C", "H", "N", "H", "C", "P", "N", "H", "H", "H", "C", "H", "H", "C", "C", "H", "H", "C", "C", "H", "H", "C", "H", "N", "N", "C", "H", "C", "H", "H", "N", "F", "H", "H", "C", "H", "H", "C", "H", "H", "H", "C", "N", "H", "H", "H"],
  "coordinates": [[-5.337, -1.035, -7.965], [6.245, -0.315, 3.706], [-5.924, -3.193, -6.951], [-6.303, -1.051, -8.446], [-1.387, -3.923, 5.188], [3.292, 4.643, 5.310], [5.373, 6.723, -1.798], [-3.564, 2.824, 9.060], [-4.457, 6.899, -3.198], [-0.912, -4.026, 7.373], [-0.166, 1.494, -0.979], [-3.851, -1.799, -6.624], [5.925, -1.852, 5.917], [-1.240, -1.013, 0.720], [-4.241, 0.899, -8.366], [-6.986, 2.119, 5.122], [-3.661, 11.381, -2.092], [-6.141, -4.049, -8.235], [-4.979, 2.880, 4.996], [-6.121, 3.906, 3.487], [3.429, -7.866, -1.542], [6.988, 1.511, -5.164], [1.214, 4.187, 7.784], [4.884, 5.671, -2.859], [-2.740, 2.665, 9.755], [-6.849, -2.818, -6.513], [5.652, -0.492, -7.297], [-4.712, 9.615, -2.830], [-2.434, 0.640, -5.843], [2.388, -7.495, -0.704], [6.364, 5.030, -2.806], [-5.921, -4.054, -0.753], [-7.295, -5.139, 0.905], [-4.521, 4.533, 3.679], [6.740, 0.032, -7.994], [5.055, 1.374, 3.153], [3.458, 6.451, -2.958], [-3.487, -6.876, 4.631], [7.170, -0.257, -8.941], [-2.578, 1.488, 7.607], [-3.895, 2.757, 5.795], [4.359, -2.520, 5.582], [9.308, 0.998, -6.567], [8.282, 2.789, 1.879], [-2.333, -2.838, 6.199], [-5.018, 11.067, -1.179], [4.226, 4.587, -1.763], [-0.457, 8.193, 0.026], [-3.554, 1.665, 8.059], [-6.004, 2.137, 5.572], [1.126, 5.414, 5.748], [-2.060, 0.478, -0.735], [-2.901, 9.819, -0.567], [-0.374, -0.726, -1.440], [-2.079, -0.026, -6.630], [-5.655, -3.876, 0.289], [4.063, 0.768, -4.798], [1.670, 3.154, 5.746], [-3.320, -0.601, -7.064], [2.137, -7.868, 0.645], [-4.766, 2.980, 2.863], [-1.343, -3.272, 6.061], [6.113, -1.177, -3.705], [-6.013, 1.123, 7.601], [1.205, -8.397, 0.843], [-5.804, -4.537, 5.815], [5.533, -8.812, -3.571], [-4.310, 9.739, -3.835], [-1.697, 7.757, 1.190], [-4.886, -7.939, 4.577], [-4.302, -0.086, -7.928], [7.339, 1.530, 3.093], [4.438, 4.675, -4.068], [3.997, -0.912, -5.193], [-6.789, -4.235, 1.242], [4.200, -0.890, 3.604], [4.124, -8.643, -1.260], [-5.242, -4.460, -8.694], [5.155, -1.298, 3.937], [-3.801, 7.333, -2.458], [-6.802, -4.864, -7.938], [-5.094, 3.605, 3.693], [7.610, 2.859, 2.734], [-3.849, 8.655, -2.142], [-4.728, -6.860, 5.979], [-2.785, 5.657, -1.240], [4.873, -1.217, -7.483], [2.232, 4.433, 6.540], [4.958, -1.616, 5.474], [1.791, -5.790, -3.421], [-1.644, 0.587, -7.419], [-0.444, -5.172, 7.308], [8.014, -1.571, 3.975], [-1.135, -3.435, 8.465], [5.795, -7.312, -2.812], [2.098, -6.996, 1.298], [2.118, -6.393, -2.587], [-5.468, -3.808, -6.175], [-0.556, -2.581, 5.757], [-5.564, -5.840, 2.859], [1.690, -6.466, -1.297], [-1.373, -0.774, -6.268], [-5.059, -2.102, -7.228], [8.681, 1.488, -7.311], [-0.875, 1.208, 1.170], [-5.898, -4.769, 4.764], [4.549, -0.771, -2.971], [-5.729, 9.221, -2.848], [5.608, 0.179, -6.073], [-4.561, 2.683, 9.477], [-3.012, 8.859, -1.050], [0.871, -0.017, 0.542], [-4.667, 10.980, -2.208], [3.340, 3.411, 7.255], [2.870, 5.731, 7.244], [8.301, 0.555, 3.416], [6.075, -7.450, -4.616], [7.409, 0.928, -7.184], [7.937, 3.325, 3.664], [6.669, 1.022, -6.073], [-0.597, 0.206, -0.103], [-2.387, 7.705, -0.769], [9.365, 0.724, 3.350], [-3.423, -2.391, -5.829], [0.893, -5.951, -0.782], [-5.565, 1.668, 6.783], [9.061, 1.381, -8.327], [-5.369, 11.596, -2.770], [-6.495, -4.051, 3.735], [-1.313, 7.539, 0.194], [3.516, -7.922, -4.745], [-5.087, -6.465, 2.119], [3.988, -7.334, -3.959], [5.356, -0.399, -3.603], [5.751, 0.531, -3.194], [-5.606, -2.796, 0.427], [-4.537, -6.962, 4.910], [5.484, -2.143, 3.331], [3.202, -7.239, -2.753], [-6.335, -4.704, 2.546], [4.693, -0.110, -4.945], [2.859, -8.603, 1.001], [-2.961, 6.685, -1.520], [-2.982, 3.219, 5.448], [-4.749, -4.415, 0.565], [-5.339, -5.902, 4.224], [5.516, 6.661, -3.981], [-6.899, -3.049, 3.742], [-6.482, -3.514, -9.121], [7.638, -0.582, 3.759], [4.585, -0.809, 6.104], [-3.490, 3.828, 8.643], [5.467, -7.741, -3.759], [-0.946, 6.512, 0.172], [6.661, 3.374, 2.588], [-3.802, 0.696, 8.492], [6.050, 0.974, 3.286], [-4.256, 1.949, 6.874], [-7.611, -3.570, 1.506], [8.715, 2.557, -7.102], [4.140, -6.296, -4.255]],
  "lowdin_charge": [-0.025, -0.062, -0.161, 0.149, 0.024, -0.210, -0.140, -0.027, 0.134, -0.811, -0.182, 0.038, 0.066, -0.171, 0.138, 0.128, 0.087, -0.043, -0.079, 0.095, 0.075, 0.179, -0.181, 0.131, 0.097, 0.138, 0.017, -0.169, 0.117, -0.095, -0.190, 0.080, 0.126, 0.100, 0.014, 0.173, -0.187, 0.109, 0.137, 0.141, 0.070, 0.081, 0.117, 0.116, 0.034, 0.086, -0.211, 0.116, -0.196, -0.011, -0.225, -0.212, 0.162, -0.215, 0.015, -0.040, 0.137, -0.191, -0.090, -0.008, 0.101, -0.068, 0.082, 0.150, 0.111, 0.145, 0.080, 0.139, 0.108, 0.100, 0.043, -0.113, -0.208, 0.120, -0.174, 0.123, 0.168, 0.083, -0.136, -0.005, 0.087, 0.025, -0.008, -0.051, 0.111, 0.137, 0.127, 0.185, -0.041, 0.140, 0.111, -0.108, 0.133, -0.116, 0.079, 0.116, -0.001, 0.129, 0.051, 0.036, 0.003, 0.110, -0.077, 0.001, -0.196, 0.010, 0.087, 0.137, -0.030, 0.079, 0.032, -0.164, -0.083, -0.218, -0.161, 0.001, 0.092, -0.100, 0.119, 0.011, 0.139, -0.096, 0.139, 0.161, 0.148, -0.014, 0.116, 0.097, -0.014, 0.026, 0.138, 0.156, -0.173, -0.060, 0.087, 0.085, 0.050, 0.118, -0.051, -0.065, -0.164, 0.110, 0.034, 0.178, 0.080, -0.070, -0.194, 0.137, 0.078, -0.004, 0.088, 0.086, -0.056, 0.111, 0.116, 0.146, 0.092, -0.068, 0.134, 0.122, 0.124]
}

=====

{
  "formula": "C44H87N11O10S",
  "method": "ωB97M-V/def2-TZVPD",
  "smiles": "C=Cc1c(O)cc2nsnc2c1CCCCCCCCC.CN(C)C=O.CN(C)C=O.CN(C)C=O.CN(C)C=O.CN(C)C=O.CN(C)C=O.CN(C)C=O.CN(C)C=O.CN(C)C=O",
  "energy_ha": -3481.0494,
  "homo_lumo_gap_ev": 6.40,
  "homo_energy_ev": -7.69,
  "spin_multiplicity": 1,
  "lumo_ha": -0.04726,
  "elements": ["H", "H", "H", "C", "H", "N", "C", "O", "C", "C", "H", "H", "H", "C", "N", "C", "C", "H", "O", "H", "C", "C", "H", "C", "H", "O", "H", "H", "H", "O", "H", "H", "N", "C", "H", "C", "C", "H", "C", "H", "C", "C", "H", "H", "C", "C", "C", "H", "H", "O", "H", "N", "C", "H", "H", "H", "C", "C", "H", "H", "H", "H", "H", "H", "H", "C", "H", "H", "H", "C", "C", "H", "C", "H", "H", "C", "H", "C", "N", "N", "H", "C", "H", "S", "H", "H", "H", "C", "H", "H", "H", "H", "H", "H", "H", "O", "H", "C", "O", "H", "N", "H", "H", "N", "H", "H", "H", "C", "H", "O", "H", "H", "C", "C", "H", "H", "H", "C", "H", "H", "H", "N", "C", "H", "C", "C", "O", "H", "H", "H", "C", "H", "H", "H", "H", "N", "H", "C", "H", "C", "C", "H", "H", "H", "H", "O", "H", "H", "C", "H", "N", "H", "C"],
  "coordinates": [[0.843, 3.468, 3.187], [-1.739, -0.434, -1.656], [-6.809, -3.572, 8.329], [5.397, 2.529, 7.017], [0.892, 8.128, -10.418], [-8.528, -4.200, 7.286], [-3.973, -7.111, -3.261], [-0.987, 7.903, -8.378], [-7.997, -5.440, 7.001], [3.089, 0.991, -0.771], [3.170, -7.245, 0.211], [2.514, 8.640, -9.864], [1.015, 11.050, -7.620], [3.676, -6.656, -0.560], [0.904, 9.212, -8.643], [4.793, 5.772, 4.034], [-0.614, -5.036, 2.561], [2.776, 1.864, 3.739], [-2.558, 2.128, -0.940], [1.731, -4.977, -2.816], [-3.091, 4.219, -6.414], [1.347, 2.919, 2.281], [4.754, 5.875, 5.218], [2.173, -0.134, 0.009], [-6.976, -9.136, 2.080], [2.351, -4.683, 0.927], [3.291, 1.581, 1.949], [7.375, 6.689, 3.530], [-8.141, -8.718, 3.363], [5.309, -0.600, -1.150], [5.530, 3.046, 7.981], [-8.365, -2.952, 8.940], [6.303, 1.508, 6.822], [0.963, 2.980, -0.459], [2.973, 5.694, 2.595], [-2.847, -4.976, -2.935], [2.152, -4.778, -0.277], [5.257, 0.273, 5.516], [2.850, 2.396, 2.673], [-0.956, 6.303, -7.504], [1.261, 3.846, 0.932], [4.881, 3.460, -2.325], [-3.479, 5.000, -5.741], [-0.193, 5.482, -6.112], [-2.374, -6.801, 2.511], [7.314, 1.177, 7.804], [-2.757, 2.033, -2.144], [-2.985, -6.269, 3.245], [-1.856, 3.431, -8.698], [-3.735, 3.206, -6.658], [-10.567, -4.605, 7.239], [2.955, 5.095, -2.067], [-6.487, -6.907, 4.627], [-9.884, -3.965, 5.727], [-2.380, -5.629, -5.574], [4.058, -7.321, -1.340], [-1.233, 0.155, -2.427], [-7.797, -3.202, 8.039], [3.263, -2.141, -0.503], [7.018, -0.029, 5.582], [2.715, 4.888, 4.354], [-7.018, -7.551, 5.332], [6.919, 8.411, 4.251], [1.653, 7.311, -9.032], [6.380, 1.417, 4.745], [2.475, 2.504, -0.991], [-0.666, -5.279, 3.626], [2.037, -6.732, -2.778], [2.241, -2.103, 1.249], [3.356, 3.662, -1.753], [3.440, 4.991, 3.435], [4.428, 8.038, 3.954], [5.059, 7.233, 3.342], [0.436, 3.647, -1.297], [5.765, 5.115, 3.817], [4.635, 0.718, -1.327], [-0.854, -3.979, 2.412], [-7.078, -8.800, 3.115], [-2.170, 1.109, -2.982], [-1.548, -5.843, 1.805], [0.706, 1.939, 2.050], [-1.145, 5.738, -6.586], [5.563, -0.657, -0.171], [4.297, 5.924, -2.893], [-2.037, -5.436, -2.361], [1.792, 10.999, -9.223], [-0.731, 9.697, -7.460], [2.451, -5.750, -2.533], [2.283, 4.390, 0.765], [4.507, -6.113, -0.099], [-3.030, -7.340, 1.821], [7.034, 8.138, 2.373], [-2.364, -6.337, -0.038], [-0.234, 3.943, -8.144], [-5.849, -7.385, 1.328], [4.519, 2.860, 6.229], [-6.991, -5.938, 4.560], [-2.458, 1.061, -4.400], [-0.956, -4.885, -0.217], [1.115, 0.191, 0.454], [-1.844, 4.515, -6.923], [-7.678, -2.308, 7.420], [-3.452, 2.710, -2.667], [2.739, -5.702, -1.115], [-3.615, -4.624, -2.239], [-3.885, -6.562, -5.781], [-4.386, -7.800, -4.016], [-1.212, 3.574, -7.825], [8.302, 1.290, 7.347], [-4.015, -7.372, -2.066], [-2.873, 0.079, -4.644], [-3.965, -4.812, -5.451], [3.983, 3.571, 2.820], [5.490, 1.940, -2.062], [-3.178, 1.834, -4.683], [0.247, 2.065, -0.291], [7.173, 0.140, 8.121], [1.536, 8.271, -9.544], [-1.096, 2.614, -7.313], [6.609, 1.777, -2.436], [7.246, 1.831, 8.677], [-3.428, -5.971, -3.812], [6.677, 7.642, 3.398], [0.364, 4.630, 0.996], [2.578, -1.554, 0.270], [-0.343, 8.915, -8.134], [-8.560, -6.326, 6.371], [-0.402, 0.698, -1.966], [4.773, 7.268, 2.202], [-1.733, 6.353, -5.900], [-9.861, -3.884, 6.818], [-1.529, 1.216, -4.956], [-6.979, -5.576, 7.404], [-6.603, -9.529, 3.778], [-1.726, -7.518, 3.023], [-6.450, -7.510, 3.311], [4.792, 3.160, 3.595], [1.604, 10.434, -8.306], [3.380, -5.595, -3.089], [-1.623, -5.675, 0.439], [-5.818, -6.839, 2.285], [-2.458, -4.133, -3.511], [0.399, -5.222, 2.191], [-5.461, -6.746, 4.973], [-0.851, -0.510, -3.206], [-5.269, -5.749, 2.383], [2.555, 10.178, -7.831], [-10.146, -2.871, 7.117], [6.243, 0.741, 5.595], [4.605, 3.771, 1.821], [5.555, 4.677, -2.978], [1.457, -4.101, -0.801], [-3.417, -5.735, -5.241]],
  "lowdin_charge": [0.110, 0.097, 0.086, -0.316, 0.095, -0.204, -0.327, -0.022, -0.324, -0.042, 0.092, 0.089, 0.086, -0.052, -0.205, -0.233, -0.042, 0.118, -0.006, 0.087, -0.329, -0.198, 0.117, -0.114, 0.084, -0.020, 0.088, 0.071, 0.091, -0.102, 0.130, 0.089, -0.208, -0.160, 0.108, -0.045, -0.347, 0.095, -0.206, 0.045, -0.191, -0.235, 0.131, 0.091, -0.071, -0.068, -0.323, 0.078, 0.094, -0.016, 0.093, -0.293, -0.063, 0.095, 0.087, 0.086, -0.045, -0.064, 0.080, 0.088, 0.116, 0.080, 0.065, 0.093, 0.086, -0.040, 0.088, 0.088, 0.078, -0.182, -0.197, 0.112, -0.260, 0.126, 0.098, -0.123, 0.096, -0.062, -0.201, -0.186, 0.105, -0.065, 0.126, 0.822, 0.072, 0.090, 0.136, -0.062, 0.088, 0.091, 0.080, 0.073, 0.124, 0.088, 0.133, -0.001, 0.087, -0.060, -0.017, 0.101, -0.194, 0.091, 0.132, -0.199, 0.101, 0.083, 0.127, -0.046, 0.089, -0.007, 0.090, 0.089, -0.226, 0.042, 0.064, 0.079, 0.089, -0.046, 0.081, 0.103, 0.084, -0.206, -0.159, 0.126, -0.006, -0.295, -0.019, 0.066, 0.102, 0.090, -0.049, 0.086, 0.137, 0.088, 0.087, -0.195, 0.086, -0.064, 0.087, -0.300, -0.332, 0.088, 0.069, 0.093, 0.089, -0.008, 0.090, 0.089, -0.048, 0.124, -0.299, 0.119, -0.069]
}